[1]
Density functional theory data (ωB97M-V/def2-TZVPD) for a 17-piece molecular cluster, H34O17 overall.

Last column: Löwdin charge in e.
Atoms and positions in Å:
1 O 2.6896 0.6312 -2.4416  -0.04
2 H 1.9650 1.1463 -2.0882  -0.01
3 H 2.6989 0.8597 -3.3772  0.06
4 O -0.1546 -0.3183 0.3471  -0.04
5 H -0.1233 -0.8541 -0.4397  0.01
6 H 0.5193 0.3561 0.1788  0.04
7 O -2.3151 -1.1137 1.5935  -0.03
8 H -2.5806 -0.6206 2.3595  0.08
9 H -1.5198 -0.7068 1.2660  -0.02
10 O 2.0592 -2.2920 0.6079  -0.04
11 H 2.0826 -2.8656 -0.1304  -0.04
12 H 1.4873 -1.5489 0.4404  -0.02
13 O 1.0254 2.7331 -1.3275  -0.04
14 H 1.1929 2.9951 -2.2223  0.06
15 H 1.8786 3.0290 -0.9569  0.07
16 O -2.4719 -1.4397 -1.6642  -0.01
17 H -2.8326 -1.3456 -0.7698  0.03
18 H -2.9586 -0.8343 -2.1581  0.01
19 O -1.5087 3.1994 0.0568  -0.05
20 H -1.3197 2.5621 0.7447  -0.04
21 H -1.7141 4.0242 0.4975  0.05
22 O -0.9813 1.7476 2.1505  -0.05
23 H -1.2918 2.0827 2.9818  0.08
24 H -0.1004 2.1340 2.1034  0.00
25 O 2.3030 -3.2196 -1.9313  -0.04
26 H 1.3843 -3.0169 -1.7657  -0.01
27 H 2.4439 -4.1687 -1.8258  0.06
28 O 1.4641 2.7837 1.8419  -0.01
29 H 1.6090 2.3875 0.9660  0.02
30 H 1.1343 3.6072 1.5160  0.05
31 O 0.7245 0.3202 3.8722  -0.02
32 H 0.1622 0.5132 3.1330  -0.03
33 H 1.6255 0.4070 3.6369  0.01
34 O -0.5241 -3.4083 -0.8637  -0.03
35 H -0.5888 -4.3591 -1.0152  0.08
36 H -1.4005 -3.2405 -0.5652  0.02
37 O -3.2685 0.8158 0.1196  -0.05
38 H -4.2246 0.8346 0.2779  0.07
39 H -2.8872 0.2443 0.8055  -0.02
40 O -0.4914 -3.0622 1.9901  -0.07
41 H -0.0719 -3.0678 1.1336  -0.03
42 H -1.1165 -2.3259 1.9762  -0.03
43 O -1.4019 1.3724 -2.1496  -0.03
44 H -1.8914 0.9731 -1.4381  -0.01
45 H -0.8700 1.9471 -1.6370  -0.03
46 O 2.5595 0.5040 0.4642  -0.01
47 H 2.9467 0.5971 1.3282  0.06
48 H 3.3008 0.2797 -0.0552  0.04
49 O 0.3687 -0.7589 -2.3275  -0.05
50 H 1.1724 -0.5414 -2.7874  0.01
51 H -0.1880 0.0217 -2.4517  0.00

Computed properties:
molecular weight = 306.25 g/mol
HOMO = -9.469 eV

***

[2]
Density functional theory data (ωB97M-V/def2-TZVPD) for a 18-piece molecular cluster, H35O18 overall.

Last column: Löwdin charge in e.
Atoms and positions in Å:
1 O 3.1565 1.8248 -0.9373  0.00
2 H 3.6459 2.4990 -0.8085  -0.09
3 H -1.8287 2.1554 -0.0768  0.08
4 O -0.5809 -2.7362 4.3977  -0.07
5 H -0.8489 -2.6715 3.4663  0.03
6 O 0.5190 4.4518 -0.2528  -0.07
7 H -0.0205 3.7648 -0.6985  0.01
8 H 0.2452 4.1612 0.5943  0.01
9 O 0.1833 0.0661 -2.5315  -0.10
10 H -0.4859 1.7576 2.9061  0.02
11 H 0.2842 0.0098 -1.5354  0.00
12 O -5.3017 -1.4135 2.2518  -0.11
13 H -5.0857 -2.3672 1.9976  0.07
14 H -5.0939 -0.8406 1.4863  0.03
15 O -2.0115 4.9344 -0.6549  0.03
16 H -1.2569 5.2868 -0.5975  -0.12
17 H -2.2323 4.5775 -1.5088  0.05
18 O 4.4591 0.3971 3.5324  -0.08
19 H 4.3198 0.1194 2.6106  0.03
20 H 5.1319 1.1035 3.3702  0.05
21 O 1.3183 -3.3918 -2.1505  0.01
22 H -3.0666 -0.4473 4.3248  0.02
23 H -2.0337 -3.1727 -2.8058  0.05
24 O 2.7735 -0.4829 0.1355  -0.09
25 H 1.8331 -0.2489 0.2726  -0.01
26 H 2.7805 -0.6424 -0.8185  0.05
27 O 2.8638 2.6650 -3.8824  -0.07
28 H 2.2164 2.0850 -3.4801  -0.01
29 H 2.3064 3.4294 -3.6027  0.05
30 O 0.1608 -0.1722 0.1481  -0.28
31 H -2.5041 -0.0509 0.5313  -0.02
32 H -0.0467 -0.3746 0.9682  -0.09
33 O -2.4245 -0.8374 0.9601  0.03
34 H -1.6436 -1.2481 0.7546  -0.05
35 H 0.8683 0.7764 -2.6462  0.03
36 O -1.8300 -4.1203 -2.8466  -0.04
37 H 0.3584 -2.9794 4.3832  0.04
38 H -0.9570 -4.0359 -3.1963  -0.02
39 O -0.8856 1.9840 -0.3662  -0.06
40 H 0.9277 -3.6577 -2.9108  -0.05
41 H -0.4127 1.3035 0.0237  -0.08
42 O 0.1086 1.1066 3.2533  -0.02
43 H 3.0294 1.2555 -0.1418  0.03
44 H -0.3165 0.9579 4.0804  0.00
45 O -2.5394 0.2768 4.0585  -0.04
46 H 0.7762 -2.9305 -1.5302  -0.01
47 H -2.0899 -0.2690 3.4346  -0.01
48 O -0.1494 -2.6337 0.3227  -0.14
49 H 0.0482 -1.5835 0.1411  0.01
50 H -0.2836 -3.2020 -0.4180  -0.02
51 O 0.3762 -1.9985 -5.1452  0.03
52 H 0.0860 -2.5336 -5.8462  0.01
53 H -0.2203 -1.3491 -5.0658  -0.04

Computed properties:
molecular weight = 323.26 g/mol
HOMO = -7.177 eV
net charge = -1

***

[3]
Density functional theory data (ωB97M-V/def2-TZVPD) for a 18-piece molecular cluster, H35O18 overall.

Last column: Löwdin charge in e.
Atoms and positions in Å:
1 O -0.2165 2.5857 4.1993  -0.11
2 H -0.3870 -1.6561 0.3770  0.03
3 H -0.3886 0.1421 3.2947  0.05
4 O -3.2774 4.0313 -0.6391  -0.08
5 H -2.9942 -1.5170 1.7156  0.03
6 O -2.7670 1.5926 -0.9445  -0.05
7 H -3.0092 0.6980 -0.9217  -0.04
8 H -2.6451 1.5776 0.0294  0.08
9 O -2.9828 3.3340 3.4940  -0.09
10 H 1.7479 1.6551 -1.9913  0.05
11 H -2.1267 3.3383 4.0571  0.05
12 O 3.0964 -2.4029 1.2671  -0.06
13 H 3.4208 -3.2170 0.9475  0.00
14 H -0.2513 1.7520 4.7153  0.02
15 O 1.7925 3.9223 0.1022  -0.06
16 H 2.6970 1.2411 -4.2976  0.08
17 H 1.2692 3.7538 -0.6624  0.00
18 O -0.4122 -0.6100 0.2967  -0.17
19 H 1.5044 -4.1965 0.9711  0.09
20 H -1.2295 -0.2121 0.6854  0.02
21 O 3.5043 1.8646 -4.4259  -0.02
22 H 0.0270 0.2964 -3.6682  0.10
23 H 0.1982 -3.6069 0.4425  -0.01
24 O 0.4675 -3.1798 -3.8805  -0.09
25 H 0.1862 -2.9277 -4.8234  0.08
26 H 0.3278 -2.4102 -3.3807  -0.06
27 O 2.0758 -0.8826 -2.1280  -0.03
28 H 2.1530 -1.8245 -2.3659  0.05
29 H -3.0603 3.2173 -0.9853  -0.10
30 O 0.7995 -3.4510 1.2084  -0.14
31 H -1.7400 -1.5548 -0.6567  0.05
32 H 4.0856 1.2820 -4.7471  -0.05
33 O -2.5235 -0.9284 -1.0541  -0.18
34 H -3.3492 -1.4140 -1.2095  0.05
35 H -2.8247 3.7881 2.7113  -0.03
36 O -2.1288 -1.5489 2.1514  -0.12
37 H -4.2681 3.8786 -0.6480  0.07
38 H 1.7444 3.4648 0.9508  0.04
39 O -0.0317 -0.1025 4.1748  -0.10
40 H 2.7607 -2.0649 0.3959  0.06
41 H 0.3822 2.2363 3.4770  0.06
42 O 0.7745 1.8897 -2.1095  -0.12
43 H 2.4801 -0.3832 -2.8160  0.00
44 H 0.4992 1.0759 -1.5250  0.08
45 O 2.9429 -0.1871 3.2502  -0.02
46 H 0.6918 -0.7848 4.2449  0.07
47 H 3.4235 -0.7450 3.8052  0.00
48 O -1.3654 -2.9317 0.0172  -0.36
49 H -1.7301 -2.3378 1.6219  0.04
50 H -1.3827 -3.7261 -0.4153  -0.06
51 O -0.3500 -0.7021 -3.8183  -0.17
52 H -0.9449 -0.5465 -2.9695  0.09
53 H 3.3342 -0.5656 2.4799  0.00

Computed properties:
molecular weight = 323.26 g/mol
HOMO = -6.438 eV
net charge = -1

***

[4]
Density functional theory data (ωB97M-V/def2-TZVPD) for a 18-piece molecular cluster, H36O18 overall.

Last column: Mulliken spin population.
Atoms and positions in Å:
1 O 3.3108 -4.1242 0.7943  0.00
2 H 3.5387 -3.2591 1.1736  0.00
3 H 4.1860 -4.4207 0.5061  0.00
4 O 3.9760 2.9105 -2.1351  0.00
5 H 4.4607 2.3255 -1.5479  0.00
6 H 3.4417 3.4650 -1.5651  0.00
7 O 1.6172 5.0529 -0.0106  0.06
8 H 0.8747 4.4467 -0.0509  0.00
9 H 1.2909 5.9356 -0.2183  0.00
10 O -1.5071 -0.4471 -0.0370  0.05
11 H -2.4661 -0.4788 -0.2326  0.00
12 H -1.4152 -0.1374 -0.9890  0.00
13 O 1.3195 -0.7677 2.6498  0.01
14 H 2.1187 -0.2517 2.5943  0.00
15 H 0.6788 -0.4317 2.0043  0.00
16 O -2.5267 1.7076 -3.6328  0.01
17 H -2.5714 0.7614 -3.8476  0.00
18 H -1.5697 1.8462 -3.6691  0.00
19 O 2.8432 -1.2769 -0.2196  0.00
20 H 2.7044 -1.4940 -1.1444  0.00
21 H 1.9986 -1.3172 0.2379  0.00
22 O -0.4754 3.4027 -0.7389  0.04
23 H -1.4009 3.6572 -0.7899  0.00
24 H -0.6219 2.6248 -0.1458  0.00
25 O -3.8864 2.3223 -1.4100  0.25
26 H -3.0369 2.1352 -1.8583  -0.01
27 H -4.1036 3.2734 -1.4220  -0.01
28 O -2.4046 -5.1175 1.8841  0.00
29 H -1.9465 -4.4224 1.4022  0.00
30 H -2.4571 -4.8862 2.8090  0.00
31 O 4.4164 -0.0537 2.2052  0.00
32 H 4.5192 -1.0003 2.1458  0.00
33 H 4.2600 0.3718 1.3756  0.00
34 O -1.7004 -2.6466 1.3899  0.00
35 H -0.8366 -2.8766 1.8036  0.00
36 H -1.3098 -2.0187 0.7770  0.00
37 O -4.0273 0.6825 1.3948  0.00
38 H -4.7022 1.3786 1.3902  0.00
39 H -4.5989 0.0996 1.9319  0.00
40 O 0.0349 -3.6408 -1.0022  0.00
41 H 0.0570 -4.5638 -1.3212  0.00
42 H -0.6574 -3.6179 -0.3402  0.00
43 O -1.5999 1.8810 1.5107  0.62
44 H -0.9881 1.1543 1.1565  -0.03
45 H -2.4382 1.3767 1.4669  0.00
46 O -2.6715 -2.4315 -1.3907  0.01
47 H -3.3373 -3.0467 -1.1010  0.00
48 H -1.8032 -2.6633 -1.6803  0.00
49 O 0.1950 0.5086 -2.4204  0.00
50 H 0.9761 0.8479 -1.9737  0.00
51 H 0.3522 -0.4409 -2.5229  0.00
52 O 3.1175 2.1104 1.3673  0.00
53 H 3.3097 3.0430 1.4323  0.00
54 H 3.4214 1.6871 0.5688  0.00

Computed properties:
molecular weight = 324.27 g/mol
spin multiplicity = 2
HOMO (spin up / spin down) = -13.140 / -13.124 eV
net charge = +1

***

no.,DFT total energy (eV)
1,-35359.600
2,-37422.165
3,-37421.694
4,-37427.752